Here is a 6-piece molecular cluster, C12H36O12 overall from the Open Molecules 2025 dataset. Energies are from wB97M-V/def2-TZVPD.

ORCA input file:
```
! RIJCOSX wB97M-V def2-TZVPD def2/J DEFGRID3
* xyz 0 1
O -5.44 -0.64 6.91
C -6.09 -0.49 5.66
C -5.27 0.34 4.66
O -5.31 1.78 4.78
H -4.61 -1.11 6.78
H -6.37 -1.42 5.15
H -7.08 -0.08 5.86
H -5.54 0.27 3.60
H -4.22 0.08 4.79
H -5.90 2.02 4.07
O 3.57 1.23 3.62
C 4.97 1.48 3.44
C 5.69 0.79 2.25
O 5.89 -0.55 2.69
H 3.20 1.57 2.80
H 5.26 2.53 3.46
H 5.47 1.06 4.32
H 6.67 1.26 2.16
H 5.22 0.84 1.27
H 5.06 -1.03 2.80
O 3.05 -5.44 2.72
C 2.93 -6.89 2.55
C 4.11 -7.63 3.10
O 3.81 -8.98 3.44
H 2.39 -5.08 2.12
H 2.03 -7.07 3.14
H 2.66 -7.21 1.54
H 4.37 -7.15 4.05
H 4.96 -7.51 2.43
H 3.27 -8.98 4.24
O -1.59 5.87 -3.20
C -2.87 6.44 -2.88
C -3.77 6.64 -4.12
O -4.97 7.40 -3.85
H -0.97 6.58 -3.36
H -3.36 5.92 -2.05
H -2.62 7.43 -2.51
H -4.02 5.65 -4.48
H -3.22 7.06 -4.96
H -5.44 7.45 -4.69
O -0.34 -2.44 -1.04
C -1.42 -1.78 -0.34
C -1.47 -0.33 -0.77
O -0.25 0.33 -0.66
H -0.06 -2.01 -1.86
H -2.34 -2.28 -0.65
H -1.28 -1.96 0.72
H -2.29 0.19 -0.26
H -1.66 -0.11 -1.83
H -0.39 1.16 -1.13
O 3.01 0.97 -7.10
C 1.81 1.14 -6.40
C 0.79 0.08 -6.71
O 1.16 -1.17 -6.10
H 2.97 1.61 -7.81
H 2.00 1.17 -5.32
H 1.34 2.11 -6.51
H 0.66 -0.15 -7.77
H -0.14 0.41 -6.25
H 2.01 -1.35 -6.51
*
```

## Properties
ΔE to the lowest compared entry with this formula, charge and spin   72.5 kcal/mol
Frontier orbital gap   9.95 eV
E_tot   -1381.483177 hartree
SMILES   OCCO.OCCO.OCCO.OCCO.OCCO.OCCO
Molar mass   372.41 g mol⁻¹

---

Here is a 6-piece molecular cluster, C12H36O12 overall from the Open Molecules 2025 dataset. Energies are from wB97M-V/def2-TZVPD.

ORCA input file:
```
! RIJCOSX wB97M-V def2-TZVPD def2/J DEFGRID3
* xyz 1 2
C -1.26 -0.23 -1.28
C -1.02 -1.27 -0.15
O -0.17 -2.38 -0.60
O -2.13 0.69 -0.85
H -1.58 -0.76 -2.18
H -0.24 0.06 -1.53
H -2.00 -1.61 0.18
H -0.67 -0.89 0.81
H 0.32 -2.65 0.18
H -2.41 1.17 -1.63
C 3.92 -1.22 2.91
C 3.19 -2.25 2.16
O 2.00 -1.75 1.67
O 4.30 -0.08 2.11
H 4.84 -1.68 3.26
H 3.41 -0.88 3.81
H 2.96 -3.05 2.86
H 3.85 -2.66 1.39
H 2.19 -1.04 1.05
H 4.06 0.70 2.61
C -2.25 5.77 -1.52
C -1.63 4.63 -0.66
O -1.22 3.54 -1.48
O -1.41 6.89 -1.57
H -3.22 6.17 -1.23
H -2.37 5.38 -2.53
H -2.35 4.32 0.10
H -0.76 4.90 -0.06
H -0.44 3.84 -1.96
H -2.03 7.45 -2.04
C -1.65 2.42 2.36
C -2.21 2.60 3.80
O -3.03 3.79 3.94
O -2.63 2.02 1.46
H -0.84 1.69 2.21
H -1.19 3.33 1.96
H -1.34 2.47 4.43
H -2.86 1.74 3.98
H -3.90 3.44 3.74
H -2.28 1.80 0.59
C 4.76 0.77 -2.62
C 3.63 0.28 -1.67
O 2.55 -0.27 -2.27
O 4.77 0.15 -3.98
H 5.75 0.59 -2.21
H 4.69 1.79 -3.00
H 3.39 1.12 -1.01
H 4.04 -0.39 -0.92
H 3.04 -0.83 -2.88
H 5.69 0.12 -4.24
C -2.08 -6.69 -1.03
C -2.56 -5.46 -0.25
O -3.68 -4.75 -0.70
O -3.19 -7.52 -1.17
H -1.25 -7.19 -0.54
H -1.93 -6.44 -2.08
H -1.72 -4.77 -0.15
H -2.58 -5.73 0.81
H -3.74 -3.87 -0.32
H -3.49 -7.31 -2.06
*
```

## Properties
ΔE to the lowest compared entry with this formula, charge and spin   64.1 kcal/mol
Frontier orbital gap (alpha / beta)   7.79 / 1.26 eV
E_tot   -1381.099408 hartree
<S²>   0.76
Molar mass   372.41 g mol⁻¹

---

Here is a 6-piece molecular cluster, C12H36O6 overall from the Open Molecules 2025 dataset. Energies are from wB97M-V/def2-TZVPD.

ORCA input file:
```
! RIJCOSX wB97M-V def2-TZVPD def2/J DEFGRID3
* xyz 0 1
C 0.49 2.69 -4.59
C -0.76 1.98 -4.09
C -0.49 0.54 -3.72
O -1.27 2.75 -2.98
H 0.26 3.73 -4.81
H 0.87 2.25 -5.51
H 1.31 2.68 -3.86
H -1.47 2.01 -4.93
H -1.44 0.09 -3.40
H 0.24 0.41 -2.92
H -0.08 0.02 -4.59
H -2.23 2.61 -2.96
C 0.20 4.48 0.19
C 1.14 3.80 -0.81
C 2.61 3.80 -0.42
O 0.74 2.46 -1.08
H -0.80 4.46 -0.23
H 0.54 5.49 0.41
H 0.20 3.87 1.10
H 1.12 4.34 -1.76
H 2.90 4.80 -0.10
H 3.21 3.53 -1.28
H 2.83 3.17 0.45
H 0.01 2.38 -1.72
C -1.71 -6.73 3.18
C -0.68 -5.58 3.26
C -1.24 -4.27 2.74
O -0.29 -5.40 4.62
H -2.01 -6.94 2.15
H -2.63 -6.43 3.69
H -1.30 -7.65 3.60
H 0.17 -5.92 2.67
H -2.08 -3.98 3.37
H -1.62 -4.43 1.73
H -0.48 -3.50 2.71
H 0.48 -5.96 4.77
C 0.17 -0.26 0.91
O 0.35 1.10 1.28
H 1.09 -0.84 1.02
H -0.53 -0.81 1.54
H -0.16 -0.28 -0.13
H 0.49 1.61 0.45
C 3.73 0.46 2.05
O 2.82 1.45 2.52
H 4.52 0.42 2.80
H 3.28 -0.53 1.97
H 4.17 0.75 1.10
H 1.94 1.32 2.08
C -2.95 -1.05 -0.75
O -3.95 -1.02 0.27
H -3.50 -1.52 -1.57
H -2.58 -0.06 -1.02
H -2.08 -1.64 -0.46
H -3.58 -0.64 1.07
*
```

## Properties
ΔE to the lowest compared entry with this formula, charge and spin   38.4 kcal/mol
Frontier orbital gap   9.93 eV
E_tot   -930.181767 hartree
SMILES   CC(C)O.CC(C)O.CC(C)O.CO.CO.CO
Molar mass   276.41 g mol⁻¹